i:
The following is a quantum chemistry calculation of an isolated molecule of C3H7N3O, from the OMol25 dataset.

Properties
Molar mass   101.11 g mol⁻¹

```
! wB97M-V def2-TZVPD RIJCOSX def2/J DEFGRID3
* xyz 0 1
C -1.388 0.792 -0.147
N -0.387 1.363 1.785
C 0.836 0.002 0.351
C -0.308 -0.041 -0.451
N 1.962 -0.710 0.094
N -0.418 -1.159 -1.328
O 0.789 0.572 1.550
H -0.199 2.270 1.352
H 2.602 -0.870 0.857
H 1.923 -1.336 -0.696
H -0.521 -2.049 -0.850
H -1.156 -1.054 -2.009
H -2.381 0.359 -0.262
H -1.354 1.862 -0.245
*
```


ii:
The following is a quantum chemistry calculation of a structure of composition C3H7N3O, from the OMol25 dataset.

Properties
Molar mass   101.11 g mol⁻¹

```
! wB97M-V def2-TZVPD RIJCOSX def2/J DEFGRID3
* xyz 0 1
C -2.158 -0.720 0.045
C -0.534 1.148 -0.110
C 1.672 0.994 0.158
H -3.021 -0.116 -0.523
H -1.996 -1.934 -0.499
H -2.576 -0.941 1.187
H -0.141 -0.732 -0.338
H -1.268 1.892 -0.297
H 2.593 1.566 0.398
H 2.969 -1.770 0.257
N -0.916 -0.081 -0.033
N 0.621 1.776 -0.072
N 1.720 -0.315 -0.046
O 3.035 -0.767 -0.126
*
```


ii is preferred energetically. Next in line: 0.0122 hartree higher.


i:
The following is a quantum chemistry calculation of a structure of composition C3H7N3O, from the OMol25 dataset.

Properties
Molar mass   101.11 g mol⁻¹

```
! wB97M-V def2-TZVPD RIJCOSX def2/J DEFGRID3
* xyz 0 1
N 0.754 0.148 0.416
N 1.693 0.896 -0.285
C 0.146 -0.982 -0.368
O 1.011 -0.020 1.791
N 0.074 -1.007 -1.637
H 1.778 -0.614 1.839
H 1.795 1.802 0.162
H 2.596 0.429 -0.292
H 0.501 -0.176 -2.050
H -0.309 -1.711 0.302
C -2.005 0.368 0.166
C -3.169 0.170 -0.103
H -4.168 0.003 -0.437
H -0.698 0.695 0.497
*
```


ii:
The following is a quantum chemistry calculation of an isolated molecule of C3H7N3O, from the OMol25 dataset.

Properties
Structure (SMILES)   C/N=C(\N)C(N)=O
Molar mass   101.11 g mol⁻¹

```
! wB97M-V def2-TZVPD RIJCOSX def2/J DEFGRID3
* xyz 0 1
C -1.352 -1.378 0.963
N -0.885 -0.345 0.094
C 0.232 0.243 0.251
N 1.126 0.412 1.271
C 0.769 0.943 -1.012
N 0.143 0.745 -2.197
O 1.756 1.660 -0.901
H -1.447 -1.052 1.988
H -0.559 -2.126 0.927
H -2.337 -1.791 0.680
H 1.834 1.078 0.954
H 0.960 0.149 2.237
H -0.675 0.159 -2.260
H 0.435 1.302 -2.994
*
```


ii is preferred energetically. Next in line: 0.2555 hartree higher.